Record 1
16
Properties=species:S:1:pos:R:3 method="wB97M-V/def2-TZVPD" de_lowest_kj_mol=229.4 fmax_ha_per_bohr=0.223 s_squared=2.007 charge=+1 homo_lumo_gap_ha="0.258 / 0.348" spin_multiplicity=3 energy_ha=-250.7720
N 0.617 -0.211 0.617
C -0.374 -1.266 0.485
C -1.554 -0.913 -0.017
C -0.177 1.070 0.588
C 1.530 -0.263 -0.576
C -1.596 0.601 -0.399
H -1.430 0.656 -1.583
H 2.182 0.581 -0.262
H -2.569 1.086 -0.215
H 0.496 1.751 -0.019
H 2.150 -1.238 -0.600
H 1.260 -0.382 1.431
H -2.315 -1.588 -0.353
H 0.161 -2.139 0.893
H -0.471 1.443 1.590
H 1.016 -0.034 -1.560

Record 2
16
Properties=species:S:1:pos:R:3 method="wB97M-V/def2-TZVPD" de_lowest_kj_mol=186.2 fmax_ha_per_bohr=0.027 s_squared=0.758 charge=+2 homo_lumo_gap_ha="0.271 / 0.141" spin_multiplicity=2 energy_ha=-250.3856
N -0.310 -0.371 0.928
C -0.424 -2.246 -0.517
C 1.052 0.993 -1.405
C -0.832 -1.636 0.666
C -0.532 0.266 2.047
C 0.722 2.259 -1.155
H -0.129 1.256 2.254
H 0.501 0.457 -2.175
H -0.100 2.803 -1.605
H -1.450 -2.117 1.422
H -1.165 -0.214 2.794
H 1.885 0.494 -0.918
H -0.779 -3.221 -0.843
H 1.220 2.841 -0.383
H 0.108 0.225 0.144
H 0.233 -1.788 -1.253

Record 3
17
Properties=species:S:1:pos:R:3 method="wB97M-V/def2-TZVPD" de_lowest_kj_mol=162.8 fmax_ha_per_bohr=0.059 s_squared=0.755 charge=-1 homo_lumo_gap_ha="0.181 / 0.229" spin_multiplicity=2 energy_ha=-305.8992
N -0.661 1.679 -0.829
N 0.936 -1.629 1.860
C 0.729 -0.247 -0.290
C -1.682 -0.079 0.500
C 1.479 -0.495 1.036
C -0.754 2.008 -2.094
C -0.616 0.457 -0.146
H -2.691 0.315 0.385
H 0.921 -2.471 1.286
H 1.468 0.334 1.742
H 2.475 -0.775 0.688
H -1.649 -1.133 0.800
H 0.119 2.254 -2.721
H -1.705 2.237 -2.630
H 1.301 0.248 -1.063
H -0.054 -1.448 1.986
H 0.385 -1.256 -0.510

Record 4
17
Properties=species:S:1:pos:R:3 method="wB97M-V/def2-TZVPD" de_lowest_kj_mol=440.2 fmax_ha_per_bohr=0.023 homo_lumo_gap_ha=0.359 energy_ha=-305.8562
N 0.859 0.535 1.359
N 0.070 1.095 -1.365
C 2.157 0.179 0.793
C 0.930 -0.520 0.362
C 0.377 -0.242 -1.020
C -1.116 -0.106 -1.152
C -1.949 -0.247 0.098
H -1.120 1.110 -1.494
H 2.612 0.866 0.081
H -1.852 -1.294 0.399
H 0.519 1.368 0.874
H -1.575 0.365 0.922
H 0.813 -0.893 -1.785
H -3.006 -0.026 -0.065
H 2.850 -0.294 1.483
H 0.717 -1.519 0.737
H -1.499 -0.555 -2.070

Record 5
17
Properties=species:S:1:pos:R:3 method="wB97M-V/def2-TZVPD" de_lowest_kj_mol=327.8 fmax_ha_per_bohr=0.011 homo_lumo_gap_ha=0.345 energy_ha=-305.8990
N 0.791 0.370 1.580
N -0.275 0.771 -1.331
C 0.820 0.894 -2.041
C -0.601 -0.379 -0.479
C -1.901 -0.147 0.283
C 1.871 -0.157 0.740
C 0.479 -0.643 0.569
H 2.550 -0.819 1.276
H -2.043 -0.961 0.999
H -0.919 1.558 -1.280
H 0.548 1.289 1.205
H 0.306 -1.628 0.998
H -2.781 -0.094 -0.366
H 1.312 -0.101 -1.936
H -1.826 0.782 0.861
H 2.364 0.527 0.051
H -0.696 -1.261 -1.128

Record 6
17
Properties=species:S:1:pos:R:3 method="wB97M-V/def2-TZVPD" de_lowest_kj_mol=303.6 fmax_ha_per_bohr=0.080 homo_lumo_gap_ha=0.312 energy_ha=-305.9082
N 0.646 -1.334 -0.529
N -0.130 1.406 -0.437
C 1.499 -0.483 0.250
C 1.008 1.075 0.389
C -0.762 -0.961 -0.304
C -1.260 -0.305 0.947
C -1.196 0.524 -0.319
H 1.490 -1.185 1.236
H -0.479 -0.280 1.740
H 2.516 -0.418 -0.043
H 1.700 1.685 -0.157
H -0.183 1.664 -1.408
H 0.820 1.387 1.369
H -2.240 -0.654 1.238
H -2.144 0.925 -0.787
H 0.626 -1.071 -1.568
H -1.444 -1.658 -0.638

Record 7
17
Properties=species:S:1:pos:R:3 method="wB97M-V/def2-TZVPD" de_lowest_kj_mol=316.7 fmax_ha_per_bohr=0.120 homo_lumo_gap_ha=0.346 energy_ha=-305.9032
N -1.127 1.805 0.321
N 1.058 -2.668 0.843
C -0.285 0.446 -1.417
C 1.059 -1.312 0.354
C -0.949 2.987 -0.236
C -0.119 -0.542 0.731
C -0.397 0.711 -0.142
H -0.332 -0.281 1.781
H -0.645 3.196 -1.302
H 1.331 -2.710 1.868
H -0.839 1.263 -2.103
H 0.268 -0.323 -2.098
H -1.032 -1.118 0.485
H -1.244 3.848 0.293
H 2.098 -0.788 0.588
H 0.113 -3.137 0.779
H 1.043 -1.377 -0.747

Record 8
17
Properties=species:S:1:pos:R:3 method="wB97M-V/def2-TZVPD" de_lowest_kj_mol=275.8 fmax_ha_per_bohr=0.009 homo_lumo_gap_ha=0.366 energy_ha=-305.9188
N 0.878 0.937 2.009
N -0.329 0.577 -1.609
C -2.090 -0.168 0.140
C 0.082 -0.676 -1.135
C -1.345 -0.415 -1.149
C 1.980 0.864 1.387
C 1.151 -1.389 -0.838
H 0.463 1.863 1.892
H -0.179 1.309 -0.916
H 1.057 -2.389 -0.429
H 2.425 1.676 0.795
H -1.938 -0.802 -1.978
H -1.394 0.094 0.944
H -2.639 -1.063 0.449
H 2.149 -0.990 -0.999
H -2.816 0.643 0.009
H 2.545 -0.069 1.427